Below is a cluster of 11 separate species, C84H170N8O14 in total, with properties calculated with ωB97M-V/def2-TZVPD.

Each line ends with the Löwdin charge.
Atoms and positions in Å:
C: 5.271599 2.730200 -3.726028  -0.011
C: 6.264034 3.808783 -4.369161  -0.425
C: 7.596697 3.160485 -4.929101  -0.037
C: 5.619987 4.576513 -5.551483  -0.146
C: 4.534668 5.598069 -5.152312  -0.199
C: 5.153389 6.608955 -4.166533  -0.143
C: 5.758321 5.890716 -2.897000  -0.452
C: 6.592798 7.095810 -2.318377  -0.056
C: 4.673111 5.525791 -1.855611  -0.029
N: 6.716590 4.815740 -3.317718  -0.136
O: 7.412850 4.358946 -2.223469  -0.020
H: 5.469694 1.764376 -4.190831  0.068
H: 5.497440 2.598720 -2.667810  0.072
H: 4.230850 3.015766 -3.879004  0.064
H: 8.250671 3.974877 -5.240853  0.080
H: 8.029744 2.633358 -4.078964  0.067
H: 7.468700 2.327685 -5.620596  0.078
H: 6.350550 5.172330 -6.098634  0.111
H: 5.157707 3.876125 -6.247083  0.119
H: 4.182017 6.203951 -5.986973  0.105
H: 3.672758 5.040867 -4.785247  0.097
H: 4.346296 7.261318 -3.833186  0.112
H: 5.796669 7.124542 -4.879602  0.116
H: 6.036572 8.009366 -2.108325  0.082
H: 7.464957 7.336833 -2.926124  0.080
H: 7.019861 6.752595 -1.376093  0.066
H: 3.925394 6.302121 -1.693330  0.083
H: 5.181236 5.103605 -0.988620  0.083
H: 3.941699 4.777772 -2.161553  0.064
H: 8.304662 4.688817 -2.355603  0.107
C: 6.194340 -2.897329 3.542561  -0.005
C: 7.629904 -3.060273 2.751152  -0.417
C: 7.566569 -2.213452 1.472567  -0.060
C: 8.852086 -2.457360 3.524096  -0.165
C: 9.191609 -3.353020 4.648277  -0.227
C: 9.603335 -4.736686 4.169446  -0.096
C: 8.401953 -5.467898 3.330978  -0.472
C: 9.095117 -6.613591 2.619302  -0.056
C: 7.223043 -6.058013 4.249352  -0.010
N: 7.917366 -4.502562 2.385767  -0.139
O: 6.910440 -5.018239 1.579462  -0.015
H: 6.269199 -3.257280 4.568684  0.044
H: 5.846619 -1.864307 3.549819  0.070
H: 5.436065 -3.523119 3.071921  0.068
H: 6.684003 -2.339918 0.845516  0.078
H: 7.718439 -1.169813 1.747964  0.082
H: 8.404340 -2.532401 0.852488  0.081
H: 9.712566 -2.432980 2.855464  0.122
H: 8.682482 -1.450128 3.904660  0.123
H: 9.984673 -2.850006 5.201560  0.115
H: 8.322240 -3.431750 5.301040  0.104
H: 9.672041 -5.279614 5.112101  0.109
H: 10.588536 -4.759348 3.703643  0.113
H: 8.467510 -7.064092 1.850362  0.079
H: 9.539125 -7.338147 3.301939  0.088
H: 9.951877 -6.177068 2.105983  0.078
H: 6.799143 -5.310615 4.920039  0.057
H: 7.657332 -6.846513 4.863968  0.069
H: 6.460938 -6.550288 3.645245  0.074
H: 7.369108 -5.078115 0.738253  0.107
C: 4.438981 6.233712 5.953109  -0.028
C: 3.849556 5.163332 6.981219  -0.455
C: 3.082997 4.152179 6.095535  -0.037
C: 5.085162 4.470746 7.641807  -0.142
C: 4.764200 3.577964 8.846142  -0.162
C: 3.905327 4.352307 9.873050  -0.158
C: 2.725211 5.062004 9.315556  -0.494
C: 1.588423 3.986664 9.052495  -0.028
C: 2.201951 6.084313 10.362169  -0.034
N: 3.036684 5.798001 8.075661  -0.121
O: 2.065349 6.679841 7.585038  0.003
H: 5.101836 5.658450 5.306731  0.072
H: 3.680657 6.604241 5.263364  0.073
H: 5.059131 6.999392 6.419203  0.082
H: 3.806571 3.685925 5.426833  0.085
H: 2.596193 3.371449 6.679993  0.059
H: 2.305188 4.680204 5.543903  0.079
H: 5.499276 3.772037 6.914874  0.110
H: 5.860770 5.183973 7.920780  0.118
H: 4.148263 2.724433 8.562925  0.100
H: 5.739004 3.250242 9.207337  0.110
H: 4.534739 5.049006 10.426720  0.118
H: 3.576190 3.642280 10.631752  0.121
H: 0.700189 4.398655 8.573531  0.082
H: 1.282688 3.549350 10.002951  0.074
H: 1.920238 3.067140 8.570338  0.057
H: 1.355380 6.708571 10.076309  0.075
H: 2.972204 6.788538 10.676618  0.083
H: 1.786151 5.608333 11.250237  0.079
H: 1.540931 6.092794 7.035525  0.080
C: -2.296933 -4.317653 8.786459  -0.028
C: -1.610457 -2.977371 8.826760  -0.514
C: -2.089061 -2.026262 7.738353  -0.038
C: -1.875433 -2.325363 10.185912  -0.116
C: -1.291784 -3.151528 11.394657  -0.161
C: 0.200666 -3.311321 11.150826  -0.174
C: 0.673777 -3.693271 9.742713  -0.456
C: 2.181943 -3.134387 9.683289  -0.025
C: 0.689189 -5.264638 9.711132  -0.030
N: -0.135942 -3.086779 8.731329  -0.157
O: 0.372063 -3.373032 7.499082  0.007
H: -1.959563 -5.052792 9.517108  0.067
H: -3.351549 -4.131783 8.989765  0.089
H: -2.242707 -4.796240 7.808646  0.090
H: -3.106387 -1.660522 7.877523  0.088
H: -1.435214 -1.154520 7.712769  0.090
H: -2.199035 -2.353345 6.704426  0.084
H: -1.545657 -1.287599 10.234879  0.121
H: -2.960815 -2.285268 10.277636  0.111
H: -1.702995 -2.896192 12.371284  0.112
H: -1.603200 -4.196093 11.398868  0.087
H: 0.516079 -3.997226 11.937059  0.119
H: 0.605305 -2.373243 11.530763  0.111
H: 2.765528 -3.132024 8.762675  0.069
H: 2.787384 -3.471921 10.524485  0.077
H: 2.103144 -2.057734 9.833951  0.067
H: 0.512139 -5.728462 8.740763  0.076
H: 0.014225 -5.655218 10.472694  0.066
H: 1.664562 -5.713223 9.899601  0.073
H: 0.209295 -2.543595 7.043945  0.097
C: -8.361290 -3.365212 2.971969  -0.034
C: -7.816008 -4.238978 1.811936  -0.491
C: -6.683216 -5.080226 2.390892  -0.057
C: -8.916881 -5.298854 1.465404  -0.149
C: -9.966207 -4.778942 0.579486  -0.227
C: -9.482247 -4.026710 -0.638734  -0.124
C: -8.356888 -2.975855 -0.381311  -0.474
C: -7.661487 -2.732682 -1.773161  -0.030
C: -8.949699 -1.687140 0.122337  -0.042
N: -7.363407 -3.508988 0.602803  -0.129
O: -6.399466 -2.593548 0.933289  -0.006
H: -8.401648 -3.933131 3.901443  0.082
H: -7.783620 -2.473517 3.215449  0.081
H: -9.344198 -2.998455 2.676173  0.059
H: -5.969259 -4.409773 2.869274  0.080
H: -7.032625 -5.711815 3.207659  0.085
H: -6.164572 -5.686263 1.648035  0.088
H: -8.344425 -6.015266 0.876224  0.121
H: -9.366073 -5.700402 2.373752  0.129
H: -10.763242 -5.480343 0.332761  0.115
H: -10.633643 -4.157550 1.176574  0.105
H: -10.317372 -3.460101 -1.050595  0.118
H: -9.221644 -4.788827 -1.373147  0.118
H: -8.342056 -2.777215 -2.623411  0.077
H: -6.989973 -3.570982 -1.958702  0.076
H: -7.012144 -1.858743 -1.824912  0.076
H: -8.188057 -0.947798 0.370069  0.085
H: -9.528246 -1.826510 1.035552  0.068
H: -9.634397 -1.294296 -0.629295  0.089
H: -5.654839 -3.132681 0.656768  0.112
C: -2.005628 13.634140 -4.400812  -0.071
C: -0.869248 12.769137 -4.765623  -0.505
C: -0.368441 13.010024 -6.214273  -0.018
C: 0.231853 13.089545 -3.662691  -0.109
C: -0.101030 12.550013 -2.243145  -0.183
C: -0.354926 11.072145 -2.267783  -0.167
C: -1.481644 10.715551 -3.258140  -0.425
C: -1.321291 9.120211 -3.424120  -0.028
C: -2.913991 11.036355 -2.651765  -0.023
N: -1.288194 11.371907 -4.593730  -0.177
O: -2.207671 10.957023 -5.497121  0.000
H: -3.009535 13.265336 -4.611186  0.090
H: -2.068912 14.058357 -3.398740  0.081
H: -2.014686 14.515752 -5.041730  0.082
H: 0.465860 12.329669 -6.385064  0.084
H: -1.183693 12.932683 -6.933645  0.082
H: -0.035520 14.046505 -6.268621  0.080
H: 1.226041 12.741367 -3.942808  0.110
H: 0.356667 14.169471 -3.742026  0.113
H: 0.801561 12.705064 -1.652057  0.108
H: -0.898547 13.126449 -1.774345  0.103
H: -0.490161 10.633633 -1.279094  0.122
H: 0.552750 10.594858 -2.637138  0.117
H: -1.023227 8.748258 -2.443860  0.070
H: -0.484028 8.958799 -4.103123  0.073
H: -2.148608 8.526932 -3.813554  0.072
H: -3.680360 10.681829 -3.341039  0.071
H: -3.092894 12.106574 -2.548132  0.058
H: -3.132295 10.503007 -1.726571  0.077
H: -1.575708 10.406465 -5.965212  0.111
C: -2.136685 -8.181728 -5.051196  -0.018
C: -3.240575 -9.216040 -4.749610  -0.536
C: -3.628296 -9.170338 -3.331697  -0.073
C: -4.530579 -8.771441 -5.497602  -0.134
C: -4.460744 -9.146584 -6.987172  -0.183
C: -4.195340 -10.680297 -7.113923  -0.138
C: -2.936640 -11.174207 -6.373593  -0.484
C: -3.180294 -12.702186 -6.185127  -0.043
C: -1.731613 -10.946995 -7.315220  -0.026
N: -2.948786 -10.582532 -5.036533  -0.103
O: -1.861596 -11.100043 -4.276995  -0.003
H: -2.280052 -7.180722 -4.644330  0.088
H: -1.152421 -8.489812 -4.698488  0.080
H: -1.868646 -8.094604 -6.104119  0.070
H: -2.778933 -9.137564 -2.649342  0.080
H: -4.129233 -8.288973 -2.931247  0.091
H: -4.200132 -10.016795 -2.951427  0.094
H: -5.479678 -9.172940 -5.142464  0.119
H: -4.629249 -7.686521 -5.533925  0.119
H: -5.386257 -8.903675 -7.509213  0.104
H: -3.760822 -8.459422 -7.462583  0.097
H: -4.336236 -10.967106 -8.156026  0.119
H: -5.075489 -11.095191 -6.622688  0.112
H: -3.757137 -13.191161 -6.970145  0.078
H: -3.720911 -12.986101 -5.282224  0.083
H: -2.258006 -13.279546 -6.249586  0.076
H: -1.724905 -10.012627 -7.876487  0.073
H: -1.705772 -11.648075 -8.149439  0.081
H: -0.830227 -11.052497 -6.711507  0.080
H: -2.197116 -11.865987 -3.805457  0.097
C: 0.017541 1.155102 -10.941021  -0.032
C: -1.156849 1.838087 -10.294500  -0.531
C: -0.765031 3.208183 -9.769100  -0.034
C: -2.344956 2.103408 -11.277102  -0.108
C: -3.257920 0.913270 -11.728022  -0.182
C: -3.569575 0.087947 -10.528900  -0.171
C: -2.450877 -0.284956 -9.548903  -0.485
C: -3.164394 -0.666941 -8.222292  -0.042
C: -1.558364 -1.420299 -10.035352  -0.035
N: -1.689785 0.951164 -9.241166  -0.136
O: -0.830324 0.773504 -8.148774  -0.014
H: -0.243087 0.255977 -11.499375  0.068
H: 0.615627 1.834826 -11.547969  0.086
H: 0.570337 0.777847 -10.080671  0.085
H: -0.260402 3.718467 -10.589514  0.086
H: -1.672706 3.640965 -9.348502  0.090
H: 0.057118 3.139233 -9.056775  0.083
H: -3.066961 2.689733 -10.708743  0.106
H: -2.028404 2.720532 -12.117961  0.117
H: -4.195758 1.312678 -12.114079  0.109
H: -2.863316 0.283265 -12.525190  0.104
H: -4.100390 -0.801822 -10.867485  0.126
H: -4.246718 0.707453 -9.940867  0.118
H: -3.992504 -1.340263 -8.443539  0.082
H: -3.701163 0.152695 -7.744612  0.082
H: -2.538008 -1.063899 -7.423439  0.081
H: -1.897613 -2.417187 -9.753865  0.079
H: -0.641859 -1.360342 -9.448381  0.083
H: -1.334977 -1.498367 -11.099354  0.075
H: -1.355854 1.266400 -7.514355  0.108
O: -1.228414 1.751646 -2.400857  0.085
C: -0.821236 1.132669 -1.430143  -0.474
C: -0.264906 -0.286312 -1.383017  -0.079
C: 0.470415 -0.285001 -0.057589  -0.146
C: -0.137912 0.882952 0.797711  -0.102
O: -0.789748 1.706488 -0.208230  -0.002
H: -1.101202 -0.983361 -1.436274  0.127
H: 0.302795 -0.417376 -2.304229  0.126
H: 0.297478 -1.209967 0.492533  0.107
H: 1.548278 -0.197954 -0.194464  0.112
H: -0.925839 0.556746 1.476586  0.123
H: 0.633705 1.558162 1.167581  0.123
O: -3.630814 5.931470 3.798961  0.090
C: -4.602360 5.367365 3.299479  -0.395
C: -5.955233 5.922338 2.792892  -0.066
C: -6.684136 4.630639 2.628534  -0.202
C: -5.669425 3.611770 2.385830  -0.218
O: -4.629499 3.978644 3.251671  0.021
H: -6.305453 6.530848 3.626659  0.126
H: -5.953543 6.585167 1.927584  0.128
H: -7.244923 4.371508 3.526570  0.127
H: -7.421329 4.685708 1.827520  0.124
H: -6.007742 2.611186 2.655041  0.131
H: -5.362298 3.478824 1.348477  0.133
O: -1.175419 -5.802530 1.404794  0.084
C: -0.346996 -6.694238 1.586101  -0.420
C: -0.261898 -7.754902 2.700327  -0.086
C: 1.110690 -8.285423 2.415682  -0.164
C: 1.227813 -8.105703 0.903998  -0.200
O: 0.606710 -6.910714 0.632945  0.032
H: -0.261291 -7.334354 3.705930  0.126
H: -1.160033 -8.362867 2.591545  0.130
H: 1.737881 -7.605372 2.992108  0.120
H: 1.336566 -9.213746 2.940385  0.120
H: 2.258688 -7.984505 0.571278  0.130
H: 0.792995 -8.949585 0.368375  0.130

Atoms 1-2, force components in eV/Å:
1.292 0.625 -0.857
0.404 -0.417 0.785

Results
Strongest force on any atom, eV/Å: 4.50
ΔE to the lowest compared entry with this formula, charge and spin, kJ/mol: 311.4
Total charge: 0
HOMO energy, eV: -7.818
Calculated total energy, Ha: -4793.40337
2S+1: 1